Entry 1:
14 unconnected molecules or ions with the total composition C85H196N12O14. Source: OMol25; level of theory: ωB97M-V/def2-TZVPD.

Each line ends with the Löwdin charge.
Positions of all 307 atoms, in Å:
O1 9.848 13.364 20.212  -0.180
O2 5.082 14.819 23.575  -0.016
O3 1.905 16.440 20.028  -0.107
O4 10.567 8.671 16.786  -0.018
O5 5.018 18.350 16.122  -0.132
O6 8.820 14.893 11.033  -0.016
O7 1.618 11.200 15.580  -0.047
O8 0.636 15.786 15.437  -0.225
O9 11.155 14.022 13.325  -0.043
O10 1.191 9.617 25.723  -0.019
O11 5.605 9.020 25.204  -0.023
O12 9.094 19.302 19.358  -0.212
O13 6.764 14.078 17.366  -0.230
O14 1.175 11.259 12.576  -0.228
N1 8.322 16.627 17.113  0.030
N2 1.718 9.882 16.028  -0.096
N3 7.949 14.689 12.063  -0.132
N4 6.719 13.572 20.225  0.058
N5 11.465 15.293 23.027  0.032
N6 3.958 10.649 12.607  0.058
N7 4.166 15.575 24.212  -0.179
N8 -0.723 17.814 13.975  0.023
N9 12.352 13.889 13.973  -0.140
N10 6.841 9.173 24.456  -0.066
N11 0.886 8.896 24.549  -0.085
N12 10.113 7.575 17.422  -0.129
C1 3.319 17.959 24.640  -0.117
C2 2.462 17.121 18.949  -0.174
C3 1.825 15.991 25.012  -0.132
C4 3.941 9.900 10.270  -0.066
C5 9.000 20.799 19.330  -0.056
C6 3.289 10.850 11.301  -0.406
C7 15.127 12.993 14.472  -0.168
C8 8.491 10.710 23.346  -0.166
C9 0.848 11.096 23.317  -0.036
C10 9.404 9.556 23.020  -0.179
C11 6.771 12.845 16.549  -0.058
C12 0.898 6.683 23.449  -0.136
C13 1.413 7.345 22.109  -0.114
C14 8.275 7.218 25.268  -0.049
C15 -0.361 17.911 15.390  -0.404
C16 1.283 7.498 17.598  -0.160
C17 0.332 7.867 16.445  -0.141
C18 -1.217 19.094 15.970  -0.048
C19 13.417 14.665 13.316  -0.463
C20 10.490 17.632 16.985  -0.058
C21 6.366 11.639 24.201  -0.041
C22 8.606 6.354 19.032  -0.127
C23 12.743 11.483 13.105  -0.023
C24 9.682 5.466 19.561  -0.181
C25 5.425 14.758 13.496  -0.182
C26 10.619 14.274 22.381  -0.434
C27 2.807 14.945 24.321  -0.427
C28 6.902 17.000 11.706  -0.017
C29 13.943 12.258 15.109  -0.144
C30 8.048 10.943 25.889  -0.027
C31 12.263 7.357 18.931  -0.026
C32 8.690 16.552 13.448  -0.043
C33 -0.438 10.152 17.380  -0.025
C34 10.824 14.187 20.879  -0.184
C35 11.289 6.731 17.878  -0.454
C36 8.982 7.782 18.423  -0.462
C37 4.512 17.301 22.505  -0.053
C38 4.492 13.199 20.436  -0.048
C39 8.719 8.182 22.982  -0.116
C40 9.262 17.380 17.905  -0.374
C41 0.315 9.418 16.194  -0.419
C42 7.860 12.326 11.593  0.004
C43 2.952 9.788 23.162  -0.026
C44 0.930 8.950 22.058  -0.092
C45 7.484 15.983 12.692  -0.472
C46 2.332 10.371 18.536  -0.038
C47 4.133 10.141 16.876  -0.043
C48 4.398 16.996 23.989  -0.434
C49 0.553 14.332 15.580  -0.088
C50 13.483 14.382 11.817  -0.035
C51 5.991 13.489 12.891  -0.151
C52 2.699 9.685 17.183  -0.447
C53 3.804 17.982 15.449  -0.136
C54 2.740 8.119 17.368  -0.101
C55 12.971 16.186 13.544  -0.017
C56 11.312 12.057 15.207  -0.006
C57 10.795 5.355 18.449  -0.124
C58 1.126 7.469 24.725  -0.522
C59 7.475 10.534 24.490  -0.430
C60 2.275 14.645 22.890  -0.001
C61 1.464 9.651 23.359  -0.454
C62 14.745 14.483 14.123  -0.112
C63 12.069 6.313 16.628  -0.059
C64 1.909 17.402 24.531  -0.213
C65 6.524 6.918 23.487  -0.044
C66 6.546 15.725 13.840  -0.153
C67 9.221 14.763 22.734  -0.077
C68 0.785 12.544 12.399  -0.140
C69 8.401 18.647 18.293  -0.198
C70 2.565 7.119 25.231  -0.019
C71 -0.487 9.667 14.775  -0.016
C72 -0.543 16.475 15.938  -0.167
C73 3.040 13.770 25.227  -0.043
C74 6.141 14.042 10.393  -0.007
C75 12.604 12.466 14.325  -0.428
C76 5.633 13.160 19.428  -0.417
C77 10.411 12.669 19.148  -0.129
C78 6.942 13.675 11.711  -0.420
C79 5.581 14.188 18.201  -0.135
C80 5.853 17.234 24.672  -0.017
C81 9.342 8.803 19.450  -0.058
C82 7.742 8.336 17.756  -0.052
C83 0.100 6.966 25.755  -0.044
C84 1.796 10.543 11.478  -0.145
C85 7.617 7.892 24.048  -0.423
H1 9.673 14.843 11.471  0.085
H2 -0.960 19.971 15.376  0.065
H3 -0.907 7.353 25.599  0.086
H4 3.415 11.273 13.186  0.049
H5 -0.524 9.546 18.282  0.071
H6 4.823 9.978 17.704  0.070
H7 1.778 9.485 11.737  0.123
H8 8.412 12.100 12.506  0.065
H9 3.415 7.904 18.196  0.114
H10 9.534 16.875 18.832  0.125
H11 -0.834 10.683 14.584  0.068
H12 3.021 18.019 19.214  0.084
H13 8.906 15.591 22.100  0.094
H14 11.245 11.985 19.305  0.095
H15 2.921 7.589 26.148  0.089
H16 2.219 11.449 18.417  0.081
H17 3.277 16.543 18.514  0.066
H18 9.169 7.656 25.712  0.077
H19 3.197 10.297 19.194  0.072
H20 -0.921 19.338 16.990  0.065
H21 6.918 8.359 18.469  0.083
H22 4.795 14.454 14.332  0.110
H23 5.873 16.752 11.443  0.063
H24 9.233 4.533 19.901  0.112
H25 8.501 13.986 22.478  0.044
H26 -0.472 16.406 17.024  0.111
H27 6.843 12.000 17.234  0.059
H28 5.387 14.822 10.492  0.064
H29 -2.284 18.924 15.824  0.075
H30 4.210 17.711 14.474  0.067
H31 6.672 16.699 24.190  0.057
H32 3.514 11.847 10.922  0.125
H33 1.158 9.450 21.116  0.077
H34 9.879 9.799 22.070  0.095
H35 13.664 11.676 12.555  0.057
H36 1.746 17.459 23.455  0.105
H37 8.398 11.970 25.996  0.076
H38 10.534 13.369 18.322  0.084
H39 11.297 16.926 17.183  0.063
H40 0.765 15.802 24.845  0.113
H41 7.589 7.233 26.115  0.076
H42 11.801 7.451 19.914  0.063
H43 -0.259 18.557 13.471  0.069
H44 7.760 9.370 17.411  0.074
H45 13.244 6.912 19.095  0.079
H46 7.497 17.106 16.780  0.058
H47 3.755 9.741 12.999  0.074
H48 10.126 9.733 23.818  0.111
H49 13.648 16.911 13.093  0.084
H50 8.369 19.302 17.423  0.115
H51 5.111 12.894 12.649  0.090
H52 -0.158 11.200 17.482  0.073
H53 3.518 13.945 26.191  0.094
H54 3.605 12.699 20.048  0.060
H55 1.386 13.977 14.973  0.075
H56 11.533 4.878 19.093  0.106
H57 9.452 21.158 18.405  0.075
H58 1.136 10.581 10.611  0.128
H59 14.059 15.180 11.348  0.079
H60 1.957 15.957 26.094  0.116
H61 3.182 17.255 15.972  0.064
H62 1.260 15.016 22.746  0.082
H63 8.780 10.240 26.286  0.072
H64 9.121 15.817 14.127  0.068
H65 0.076 9.300 13.917  0.065
H66 -1.391 9.060 14.739  0.071
H67 10.274 8.401 15.913  0.115
H68 7.407 18.316 18.594  0.118
H69 6.591 13.129 21.124  0.052
H70 3.550 10.006 9.259  0.079
H71 9.031 11.656 23.370  0.105
H72 8.138 8.248 22.062  0.090
H73 2.531 6.065 25.506  0.078
H74 1.470 9.948 19.053  0.040
H75 2.968 7.625 16.424  0.108
H76 5.427 15.173 18.642  0.111
H77 3.410 10.526 23.820  0.075
H78 3.062 18.767 15.304  0.067
H79 11.473 5.873 15.829  0.086
H80 10.816 13.261 22.730  0.132
H81 5.929 12.660 15.883  0.071
H82 11.284 15.148 24.010  0.064
H83 -1.401 15.843 15.709  0.122
H84 3.210 7.109 24.352  0.056
H85 5.792 11.428 23.299  0.072
H86 6.206 18.262 24.587  0.070
H87 10.668 4.609 17.663  0.108
H88 13.927 13.446 11.479  0.071
H89 2.872 15.228 22.189  0.042
H90 7.762 12.841 16.095  0.087
H91 9.411 16.852 12.688  0.083
H92 4.932 9.452 24.673  0.038
H93 11.966 16.308 13.141  0.053
H94 15.372 12.634 13.472  0.093
H95 8.063 10.978 22.380  0.106
H96 2.460 13.589 22.695  0.063
H97 9.426 21.156 20.267  0.082
H98 10.625 14.596 13.883  0.077
H99 4.697 18.334 22.211  0.082
H100 11.893 11.795 12.497  0.077
H101 6.827 14.382 9.618  0.074
H102 0.426 13.927 16.584  0.086
H103 10.166 5.856 20.456  0.095
H104 10.991 18.564 17.248  0.060
H105 4.822 15.278 12.751  0.099
H106 5.807 12.154 19.047  0.110
H107 10.268 17.764 15.926  0.058
H108 4.089 11.218 16.710  0.068
H109 8.017 6.645 19.902  0.108
H110 3.616 12.924 24.852  0.058
H111 6.472 12.956 13.711  0.098
H112 0.702 18.152 15.417  0.108
H113 4.758 12.652 21.341  0.064
H114 8.275 15.621 17.182  0.054
H115 15.496 15.006 13.531  0.112
H116 0.094 12.727 11.576  0.100
H117 14.274 11.224 15.203  0.112
H118 10.002 8.463 20.247  0.060
H119 3.397 8.804 23.312  0.056
H120 3.421 18.972 24.251  0.118
H121 11.852 13.848 20.756  0.125
H122 -0.308 16.952 13.650  0.060
H123 1.578 11.065 14.630  0.051
H124 9.391 7.329 22.895  0.120
H125 7.205 10.976 26.581  0.071
H126 8.371 6.137 25.162  0.078
H127 1.186 18.017 25.066  0.117
H128 11.572 11.131 15.721  0.065
H129 8.519 9.223 20.028  0.081
H130 4.732 14.112 17.521  0.108
H131 5.685 11.664 25.051  0.070
H132 1.545 5.806 23.425  0.112
H133 6.992 15.371 14.770  0.110
H134 -1.444 10.281 16.980  0.069
H135 5.028 9.976 10.239  0.066
H136 12.725 10.463 13.487  0.083
H137 3.978 8.852 10.570  0.074
H138 2.049 13.342 25.376  0.077
H139 0.282 7.380 26.747  0.074
H140 1.139 11.671 24.196  0.046
H141 5.521 14.360 24.296  0.088
H142 1.574 13.296 12.373  0.092
H143 6.836 18.007 12.118  0.084
H144 -0.730 7.699 16.624  0.113
H145 0.641 7.321 15.554  0.114
H146 8.620 12.437 10.819  0.068
H147 0.179 5.884 25.864  0.088
H148 6.846 12.601 24.019  0.067
H149 10.951 12.773 15.945  0.063
H150 12.862 5.652 16.980  0.088
H151 12.572 14.536 11.238  0.079
H152 12.673 16.339 14.581  0.074
H153 -0.139 6.398 23.271  0.117
H154 2.502 7.302 22.079  0.082
H155 13.831 12.563 16.149  0.112
H156 7.599 13.358 19.779  0.058
H157 12.532 7.148 16.102  0.074
H158 1.355 6.419 17.460  0.102
H159 7.960 21.115 19.239  0.073
H160 -0.320 13.875 15.114  0.069
H161 5.769 7.362 22.840  0.071
H162 8.368 17.371 14.091  0.082
H163 9.840 9.678 19.031  0.074
H164 3.510 17.915 25.712  0.109
H165 4.113 14.166 20.767  0.066
H166 1.163 11.645 22.430  0.075
H167 5.926 16.592 14.068  0.095
H168 3.688 17.169 21.803  0.054
H169 1.814 17.283 18.087  0.065
H170 5.715 13.119 9.999  0.065
H171 12.640 8.283 18.497  0.078
H172 7.400 17.054 10.738  0.084
H173 0.936 6.898 21.237  0.089
H174 0.320 12.891 13.322  0.060
H175 10.522 11.886 14.477  0.061
H176 5.829 6.597 24.263  0.064
H177 16.010 12.926 15.107  0.106
H178 5.292 16.706 22.031  0.082
H179 14.732 15.018 15.073  0.109
H180 -0.156 8.857 22.064  0.107
H181 0.990 7.845 18.589  0.081
H182 9.064 14.865 23.808  0.079
H183 4.509 9.670 15.968  0.085
H184 3.038 10.089 22.118  0.090
H185 7.145 11.528 11.394  0.061
H186 10.828 15.241 20.601  0.118
H187 -0.204 11.299 23.519  0.084
H188 1.160 16.956 20.343  0.083
H189 11.036 16.185 22.825  0.065
H190 0.353 9.839 26.136  0.103
H191 9.658 11.965 18.792  0.071
H192 5.382 19.145 15.726  0.075
H193 5.867 17.007 25.738  0.073
H194 6.864 5.983 23.041  0.080
H195 7.517 7.750 16.866  0.089
H196 8.076 5.785 18.268  0.123

HOMO-LUMO gap = 8.043 eV
highest occupied orbital energy = -7.605 eV
multiplicity = 1
max |F| = 5.14 eV/Å
relative energy (zero: lowest compared OMol25 entry of this formula, charge and spin) = 30.0 kcal/mol


Entry 2:
C2H2O2 in the gas phase. Source: OMol25; level of theory: ωB97M-V/def2-TZVPD.

Each line ends with the natural charge from an NBO analysis.
Positions of all 6 atoms, in Å:
O1 0.558 1.110 -0.060  -0.476
O2 0.770 -0.997 0.110  -0.480
C1 0.032 -0.094 -0.684  0.276
C2 -0.119 0.084 0.681  0.255
H1 -0.498 -0.123 -1.547  0.206
H2 -0.742 0.021 1.500  0.219

HOMO-LUMO gap = 10.829 eV
SMILES = O1[C@H]2O[C@@H]12
highest occupied orbital energy = -9.789 eV
multiplicity = 1
max |F| = 4.04 eV/Å
relative energy (zero: lowest compared OMol25 entry of this formula, charge and spin) = 77.8 kcal/mol